(1)
This record from OMol25 describes a 2-piece molecular cluster, C2H8NO overall at a distorted geometry. The level of theory is wB97M-V/def2-TZVPD.

Positions of all 12 atoms, in Å:
O 0.126181 -0.432809 -1.017732
N 1.626697 1.783022 0.077324
C -0.966379 -0.762549 -0.709335
C -1.230442 -1.729003 0.322935
H -2.129705 -2.327988 0.292629
H -1.548558 -0.981562 1.095010
H 2.276334 2.336102 -0.386739
H -0.417125 -2.394044 0.626811
H 0.982430 0.918888 -0.314506
H 2.181163 1.392102 0.904230
H 0.858266 2.440411 0.288805
H -1.758864 -0.242566 -1.179437

Forces on atoms 1 to 2 (eV/Å):
3.958 1.668 -0.445
-2.903 -3.052 2.475

Results
**Energy relative to the best compared isomer or geometry (same formula, charge and spin)**: 126.5 kJ/mol
**F_max**: 0.095 hartree/bohr
**Charge**: +1
**DFT total energy**: -5733.5728 eV
**2S+1**: 1
**Orbital gap**: 0.386 hartree
**HOMO level**: -14.46 eV

Mulliken atomic charge list, values in e, 8 entries:
1. O -0.6160
2. N -0.5048
3. C 0.1341
4. C -0.8645
5. H 0.3526
6. H 0.2599
7. H 0.3360
8. H 0.2913

***

(2)
This record from OMol25 describes a 2-piece molecular cluster, C2H8NO2 overall. The level of theory is wB97M-V/def2-TZVPD.

Positions of all 13 atoms, in Å:
O -0.173861 2.430092 -0.835967
O -0.592980 0.332657 -1.337534
N 0.096113 -1.628870 0.441442
C -0.713291 1.499005 -1.597747
C 0.687385 -0.721350 1.462082
H 0.708985 -1.216298 2.426916
H -0.320825 3.314713 -1.207796
H 0.094732 0.176262 1.519304
H 1.686564 -0.446826 1.133160
H -0.784933 -2.072550 0.713173
H 0.740925 -2.378164 0.182157
H -0.140299 -1.124986 -0.430551
H -1.288509 1.836317 -2.468641

Forces on atoms 1 to 2 (eV/Å):
0.077 0.310 -0.052
0.029 -0.429 0.113

Results
**Energy relative to the best compared isomer or geometry (same formula, charge and spin)**: 29.5 kJ/mol
**F_max**: 0.017 hartree/bohr
**Charge**: +1
**DFT total energy**: -7782.6530 eV
**2S+1**: 1
**Orbital gap**: 0.445 hartree
**HOMO level**: -15.34 eV

Mulliken atomic charge list, values in e, 8 entries:
1. O -0.3937
2. O -0.5874
3. N -0.2572
4. C 0.1955
5. C -0.7329
6. H 0.3445
7. H 0.3701
8. H 0.2832

***

(3)
This record from OMol25 describes a 2-piece molecular cluster, C2H8NO2 overall at a distorted geometry. The level of theory is wB97M-V/def2-TZVPD.

Positions of all 13 atoms, in Å:
O -0.890852 -1.044566 -0.735282
O -0.205253 2.424554 -1.071546
N 0.377643 0.443460 1.018214
C 0.800812 -1.013239 0.866354
C -0.188856 -1.684720 -0.038499
H -0.615495 0.632272 1.023421
H 0.733213 0.933095 0.021428
H 0.748129 0.800694 1.883893
H -1.061001 2.789083 -1.079044
H 1.810123 -1.161178 0.689087
H -0.174680 -2.834531 -0.133098
H 0.100126 2.166306 -1.931208
H 0.913181 -1.282118 1.885517

Forces on atoms 1 to 2 (eV/Å):
-1.222 1.307 -0.725
2.126 -0.995 1.406

Results
**Energy relative to the best compared isomer or geometry (same formula, charge and spin)**: 209.0 kJ/mol
**F_max**: 0.096 hartree/bohr
**Charge**: +1
**DFT total energy**: -7780.7927 eV
**2S+1**: 1
**Orbital gap**: 0.418 hartree
**HOMO level**: -15.11 eV

Mulliken atomic charge list, values in e, 8 entries:
1. O -0.3759
2. O -0.6437
3. N -0.3806
4. C -0.6567
5. C 0.1789
6. H 0.3399
7. H 0.4234
8. H 0.3330

***

(4)
This record from OMol25 describes a 2-piece molecular cluster, C2H8NO2P overall at a distorted geometry. The level of theory is wB97M-V/def2-TZVPD.

Positions of all 14 atoms, in Å:
P 0.275161 -0.291630 -0.315543
O 2.347138 -1.654621 -0.058852
O -2.766145 -1.410434 -0.373780
N 1.671056 -0.769947 -0.858773
C 0.246020 -0.030492 1.413347
C 0.171573 1.409154 -1.033017
H 0.089513 1.041283 1.480401
H 1.249648 -0.133324 1.920003
H -2.462275 -1.952263 0.342912
H 1.174616 1.806487 -0.677900
H -0.788096 1.783617 -0.541449
H 3.205495 -1.815501 -0.432165
H -0.645548 -0.422573 1.955725
H 0.119500 1.384670 -2.067049

Forces on atoms 1 to 2 (eV/Å):
-3.055 -0.003 -1.338
-0.751 -0.279 1.162

Results
**Energy relative to the best compared isomer or geometry (same formula, charge and spin)**: 737.3 kJ/mol
**F_max**: 0.066 hartree/bohr
**Charge**: 0
**DFT total energy**: -17071.7482 eV
**2S+1**: 1
**Orbital gap (spin up / spin down)**: 0.224 / 0.325 hartree
**HOMO level (spin up / spin down)**: -7.48 / -9.23 eV

Mulliken atomic charge list, values in e, 8 entries:
1. P 0.4755
2. O -0.3780
3. O -0.4712
4. N -0.3429
5. C -0.8506
6. C -1.0121
7. H 0.2794
8. H 0.3484

***

(5)
This record from OMol25 describes C2H8NO2P in the gas phase. The level of theory is wB97M-V/def2-TZVPD.

Positions of all 14 atoms, in Å:
P -1.644690 0.093947 0.280644
O -2.774597 0.967129 0.028458
O -0.308328 0.640933 -0.382609
N -1.857707 -1.449631 -0.330133
C 0.945020 -0.004333 -0.206306
C 2.031272 1.053386 -0.092235
H 1.128705 -0.650849 -1.071347
H -1.232705 -2.184756 -0.038651
H -1.267443 -0.050577 1.618677
H 1.845472 1.687677 0.771041
H 3.003126 0.579251 0.014432
H 0.923809 -0.625810 0.698503
H 2.032104 1.676278 -0.982418
H -2.824039 -1.732647 -0.308059

Forces on atoms 1 to 2 (eV/Å):
0.608 -0.460 -0.533
-0.766 0.317 0.055

Results
**Energy relative to the best compared isomer or geometry (same formula, charge and spin)**: 0.0 kJ/mol
**F_max**: 0.018 hartree/bohr
**Charge**: 0
**DFT total energy**: -17079.3895 eV
**2S+1**: 1
**Orbital gap**: 0.423 hartree
**HOMO level**: -10.68 eV
**SMILES**: CCO[P@H](N)=O

Mulliken atomic charge list, values in e, 8 entries:
1. P 0.6139
2. O -0.6192
3. O -0.2837
4. N -0.4790
5. C -0.2156
6. C -1.2136
7. H 0.2751
8. H 0.2604

***

(6)
This record from OMol25 describes a 2-piece molecular cluster, C2H8NO2P overall at a distorted geometry. The level of theory is wB97M-V/def2-TZVPD.

Positions of all 14 atoms, in Å:
P 0.349242 -1.002616 0.506843
O -0.114108 0.555990 1.052227
O 0.395141 -0.425817 -1.136529
N -2.297210 0.454712 -0.149785
C -1.884643 1.492922 -0.761462
C 2.161572 -0.981712 0.843391
H -2.815098 -0.106033 -0.818461
H 0.711582 -1.189851 -1.754768
H 2.530403 0.000050 0.816252
H 2.578787 -1.563297 -0.017742
H -1.362701 2.241289 -0.262789
H -0.788324 0.539188 1.746994
H 2.378374 -1.511541 1.752156
H -1.843021 1.496722 -1.816329

Forces on atoms 1 to 2 (eV/Å):
-0.568 2.466 -0.923
1.848 -1.623 0.558

Results
**Energy relative to the best compared isomer or geometry (same formula, charge and spin)**: 241.7 kJ/mol
**F_max**: 0.057 hartree/bohr
**Charge**: 0
**DFT total energy**: -17076.8845 eV
**2S+1**: 1
**Orbital gap**: 0.358 hartree
**HOMO level**: -8.86 eV
**SMILES**: CP(O)O.C=N

Mulliken atomic charge list, values in e, 8 entries:
1. P 0.3336
2. O -0.5102
3. O -0.5011
4. N -0.5046
5. C -0.2526
6. C -0.8665
7. H 0.2298
8. H 0.3102

***

Q: Which value of DFT total energy does entry 4 give?
A: -17071.7482 eV

***

Q: The lowest F_max belongs to which entry?
A: number 2